# 1
The following is a DFT calculation (ωB97M-V with the def2-TZVPD basis set) of C46H34AsBr2MnN3P as an isolated structure.

Geometry as ORCA input:
```
! RIJCOSX wB97M-V def2-TZVPD def2/J DEFGRID3
* xyz 1 6
Br 1.54 -2.06 6.33
Br 7.79 -0.83 1.75
As 1.01 1.82 0.48
Mn 1.31 -0.69 -0.31
P -1.46 -1.54 -2.04
N 1.32 -1.42 1.77
N -0.38 -1.13 -1.03
N 3.43 -1.02 0.19
C -4.61 1.11 -2.40
C -2.95 1.10 1.75
C -3.97 2.22 -2.92
C -2.53 -0.13 -2.47
C 2.62 -1.62 3.76
C 1.00 3.66 -0.10
C -3.01 -3.94 -2.04
C 6.03 -0.92 1.11
C 2.17 4.19 -0.62
C 2.20 5.51 -1.06
C -0.41 1.48 2.83
C 4.44 -0.81 -0.65
C 0.21 -1.63 2.46
C -1.39 -2.66 -5.97
C 3.69 -1.18 1.50
C -4.29 -4.65 -0.13
C 0.99 1.66 3.25
C 2.82 1.75 4.81
C 5.76 -0.75 -0.24
C -2.75 1.04 3.13
C 3.71 1.99 3.77
C 4.99 -1.14 2.00
C -1.79 -2.14 -4.76
C -3.05 -2.59 -0.06
C -1.49 1.22 3.67
C 0.32 -2.76 -3.79
C -2.60 -2.79 -1.37
C -3.85 -4.86 -1.43
C -0.13 -3.24 -6.09
C 0.22 -1.85 3.83
C -1.89 1.35 0.90
C 0.72 -3.28 -5.00
C 1.47 1.59 4.56
C -0.94 -2.18 -3.65
C -3.89 -0.06 -2.18
C -3.88 -3.51 0.55
C 2.51 -1.42 2.39
C -0.15 4.43 -0.04
C -0.12 5.75 -0.49
C -2.61 2.17 -3.23
C 1.05 6.28 -1.00
C 1.90 1.89 2.21
C -1.90 1.00 -3.00
C -0.63 1.56 1.45
C 1.45 -1.82 4.47
C 3.25 2.06 2.46
H -1.35 1.16 4.74
H 3.57 -1.61 4.28
H -1.07 4.03 0.37
H -4.53 3.14 -3.09
H -4.23 -3.33 1.57
H 4.19 -0.69 -1.70
H 1.70 -3.73 -5.10
H 1.07 7.31 -1.35
H 0.79 1.41 5.38
H -0.70 -2.01 4.37
H -2.73 -1.71 0.48
H 3.12 5.92 -1.46
H 5.19 -1.27 3.05
H 0.19 -3.65 -7.04
H 3.07 3.59 -0.69
H -3.59 0.84 3.78
H -4.40 -0.93 -1.78
H -5.66 1.14 -2.17
H -2.05 -2.62 -6.82
H 4.76 2.13 3.98
H -0.71 -1.62 1.88
H 6.55 -0.58 -0.96
H -0.85 0.97 -3.23
H 3.95 2.24 1.65
H -4.15 -5.75 -1.96
H -2.68 -4.12 -3.06
H 0.97 -2.80 -2.92
H -2.11 3.03 -3.64
H -2.77 -1.68 -4.67
H -3.94 0.94 1.34
H -2.04 1.36 -0.17
H -4.94 -5.37 0.35
H -1.02 6.35 -0.45
H 3.18 1.70 5.82
*
```

Properties
Expectation value of S²: 8.760
Orbital gap (alpha / beta): 0.240 / 0.256 hartree
LUMO energy (alpha / beta): -3.375 / -3.490 eV
HOMO energy (alpha / beta): -9.91 / -10.45 eV


# 2
The following is a DFT calculation (ωB97M-V with the def2-TZVPD basis set) of C46H34N4O3PRhS2Si as an isolated structure.

Geometry as ORCA input:
```
! RIJCOSX wB97M-V def2-TZVPD def2/J DEFGRID3
* xyz -2 5
Rh -0.04 1.65 -0.80
S -1.70 2.82 0.33
S -1.12 3.86 -2.27
P 1.03 0.86 -2.73
Si -1.61 -1.10 2.02
O -1.18 -0.89 0.47
O 0.94 -0.36 2.21
O 2.48 2.80 -0.65
N 3.05 0.41 2.49
N 1.01 6.90 -1.32
N 1.13 4.80 2.35
N 1.69 1.25 0.78
C 3.19 -0.42 3.67
C -5.44 -0.56 0.45
C -2.99 -0.01 4.20
C 0.68 5.93 -0.78
C 0.67 1.30 -5.55
C 1.13 -1.85 -3.57
C 5.49 1.41 -3.73
C -0.46 -0.36 -0.56
C 4.56 2.39 -4.08
C -0.05 -1.33 -1.50
C 2.68 2.08 0.32
C 3.22 2.21 -3.77
C -1.01 1.23 3.72
C 3.73 0.11 -2.73
C 2.78 1.03 -3.17
C 0.69 4.77 1.28
C 0.23 4.82 -0.04
C -0.23 -3.95 4.75
C -1.83 0.15 3.42
C 0.12 1.10 -4.30
C -0.98 -2.71 2.80
C 0.76 -3.19 -3.48
C -5.39 -2.85 1.18
C -2.08 1.05 -5.30
C -0.74 -3.85 2.04
C -1.27 0.96 -4.18
C 1.82 0.42 1.80
C -3.45 -1.44 1.54
C 5.07 0.29 -3.02
C -0.01 -5.08 3.97
C -4.10 -2.67 1.66
C -1.33 2.14 4.73
C -0.62 3.85 -0.61
C -1.52 1.29 -6.55
C -4.15 -0.39 0.94
C -0.03 -3.60 -2.40
C 0.75 -0.94 -2.61
C -0.71 -2.79 4.17
C 4.08 1.21 2.07
C -2.49 1.97 5.47
C 3.96 2.02 1.02
C -6.06 -1.80 0.57
C -3.32 0.89 5.21
C -0.14 1.41 -6.67
C -0.43 -2.71 -1.43
C -0.27 -5.03 2.61
H -7.07 -1.94 0.19
H 5.00 1.12 2.64
H -0.02 -3.98 5.81
H -5.95 0.26 -0.02
H -1.07 -3.02 -0.62
H -3.15 0.95 -5.19
H 2.51 -1.26 3.58
H 6.53 1.54 -3.98
H 2.93 0.14 4.58
H -0.68 2.98 4.91
H -0.92 -3.82 0.97
H 4.89 3.29 -4.58
H -3.59 -3.49 2.14
H 5.80 -0.44 -2.69
H 1.72 -1.51 -4.42
H 0.30 1.59 -7.64
H -3.67 0.58 0.86
H 1.07 -3.90 -4.24
H 2.50 2.99 -3.99
H -2.15 1.37 -7.42
H -5.88 -3.81 1.27
H -0.10 -5.90 1.99
H -1.70 0.80 -3.20
H 0.37 -5.99 4.42
H -4.22 0.75 5.78
H -0.35 -4.63 -2.34
H 4.22 -0.78 3.75
H 4.76 2.65 0.67
H -0.10 1.39 3.16
H 3.40 -0.76 -2.18
H -0.87 -1.91 4.79
H 1.75 1.38 -5.67
H -2.77 2.70 6.22
H -3.65 -0.84 4.01
*
```

Properties
Expectation value of S²: 6.053
Orbital gap (alpha / beta): 0.168 / 0.218 hartree
LUMO energy (alpha / beta): 4.106 / 4.104 eV
Energy relative to the best compared isomer or geometry (same formula, charge and spin): 75.7 kJ/mol
HOMO energy (alpha / beta): -0.46 / -1.82 eV


# 3
The following is a DFT calculation (ωB97M-V with the def2-TZVPD basis set) of C46H35F5N2O5PbS5 as an isolated structure.

Geometry as ORCA input:
```
! RIJCOSX wB97M-V def2-TZVPD def2/J DEFGRID3
* xyz -2 1
Pb 1.99 1.55 0.09
S 1.81 2.96 -2.51
S -0.35 0.04 1.68
S -0.29 -1.06 -2.28
S 3.68 0.61 2.50
S 4.25 -0.03 0.67
F 3.77 3.25 -7.19
F 4.09 -0.90 -5.02
F 4.63 0.66 -7.17
F 2.45 4.26 -5.10
F 2.71 0.07 -2.92
O 4.28 1.92 2.74
O 2.18 0.69 2.42
O -1.64 0.16 0.94
O -0.17 -2.00 -3.43
O 4.05 -0.37 3.52
N 4.01 3.12 0.10
N 4.92 3.16 -0.98
C -0.39 -2.49 0.40
C -2.09 2.74 -4.10
C -1.82 -1.59 -1.46
C 2.84 2.98 -5.03
C 1.96 -5.42 0.44
C -1.71 -2.23 -0.25
C -2.11 2.54 -2.72
C -1.57 1.41 -2.15
C 0.72 5.86 2.85
C 3.96 1.16 -6.12
C 1.24 4.74 3.49
C 2.56 2.23 -3.87
C -1.79 -1.10 5.89
C 0.83 4.66 0.77
C -2.27 -1.48 7.27
C -5.17 -4.01 1.41
C 1.43 -2.08 1.96
C -2.62 -1.25 4.79
C 0.20 -3.76 0.09
C 0.24 -1.66 1.31
C 1.40 -4.16 0.74
C -2.68 3.98 -4.71
C -2.18 -0.90 3.52
C 1.98 -3.29 1.69
C -4.19 -1.99 -1.55
C 1.55 3.60 2.76
C -0.96 0.62 -4.34
C -2.88 -2.81 0.34
C -1.00 0.45 -2.97
C -0.05 -0.25 4.44
C -0.89 -0.43 3.35
C -3.93 -4.13 2.07
C -0.37 -4.64 -0.86
C -1.50 1.77 -4.90
C 0.51 5.81 1.48
C 1.39 -6.24 -0.48
C -3.06 -1.47 -2.11
C 0.21 -5.85 -1.14
C -2.81 -3.54 1.55
C -5.26 -3.31 0.25
C 1.36 3.52 1.37
C 2.98 0.89 -3.94
C -4.13 -2.69 -0.32
C 3.67 0.37 -5.01
C -0.51 -0.59 5.71
C 3.52 2.47 -6.12
H -1.89 4.71 -4.91
H -0.50 -0.15 -4.95
H -1.60 1.25 -1.08
H -1.48 1.91 -5.97
H 1.42 4.76 4.56
H 3.54 4.01 0.26
H 2.87 -5.70 0.95
H 0.10 6.68 0.97
H -3.18 3.75 -5.65
H -1.27 -4.34 -1.38
H 1.91 -1.41 2.65
H -6.22 -3.21 -0.27
H -2.56 3.30 -2.08
H -2.83 -0.99 2.66
H -6.05 -4.49 1.83
H 1.97 2.75 3.27
H 0.14 -0.45 6.56
H -3.87 -4.68 3.00
H -0.24 -6.50 -1.88
H 1.83 -7.20 -0.71
H -3.29 -1.14 7.43
H -1.86 -3.62 2.06
H 2.90 -3.58 2.18
H 0.94 0.15 4.27
H -3.62 -1.64 4.92
H 0.48 6.75 3.42
H -3.10 -0.97 -3.07
H 4.45 2.83 0.97
H -1.63 -1.06 8.04
H 4.39 3.01 -1.84
H -2.27 -2.57 7.38
H 0.66 4.66 -0.31
H -3.40 4.45 -4.03
H 5.38 4.06 -1.04
H -5.15 -1.89 -2.05
*
```

Properties
Orbital gap: 0.201 hartree
LUMO energy: 3.755 eV
Energy relative to the best compared isomer or geometry (same formula, charge and spin): 0.0 kJ/mol
HOMO energy: -1.71 eV


# 4
The following is a DFT calculation (ωB97M-V with the def2-TZVPD basis set) of a 7-piece molecular cluster, C46H35N2O14S overall.

Geometry as ORCA input:
```
! RIJCOSX wB97M-V def2-TZVPD def2/J DEFGRID3
* xyz 1 1
S 5.11 -2.24 2.06
O 6.52 4.26 1.58
O -0.92 4.43 -0.75
O 4.58 0.02 -0.94
O -1.33 -0.18 1.78
O -4.40 -11.25 3.81
O -0.20 5.90 -6.87
O 0.97 2.48 -6.18
O -3.54 -0.03 -7.41
O -6.36 3.63 -2.05
O 2.32 5.85 -2.20
O -3.73 3.61 2.56
O -2.35 -6.96 1.47
O 2.73 4.35 3.11
O -0.40 0.05 3.87
N 2.81 -2.76 3.90
N 3.53 -6.61 3.89
C 5.17 2.34 1.68
C 1.89 4.37 2.22
C -5.75 3.63 -0.99
C -2.41 2.02 -7.18
C -0.35 5.63 -4.54
C -0.13 3.41 1.22
C -1.28 2.65 -6.87
C 1.17 -6.31 2.72
C 5.03 0.99 -0.36
C 5.93 1.94 -1.05
C 2.37 -7.19 3.24
C 0.16 -3.72 2.43
C 1.73 5.87 -3.27
C -0.48 -3.14 3.82
C -4.32 -8.91 3.69
C -5.79 3.37 1.44
C -3.64 3.88 0.22
C 3.68 -5.19 4.12
C 2.46 6.13 -4.53
C -3.93 -10.27 3.27
C 1.94 5.38 1.14
C -2.43 -9.31 1.59
C -0.16 0.43 -6.42
C 0.79 3.39 2.19
C 1.83 6.14 -5.71
C 4.69 1.27 1.05
C -2.95 -10.39 2.18
C -1.08 -0.67 3.09
C 3.83 -2.46 3.11
C -4.33 3.62 1.50
C 6.42 3.01 -0.41
C -6.45 3.37 0.29
C -1.30 -0.20 -6.73
C 0.28 5.62 -3.36
C -0.07 1.91 -6.47
C 2.56 -4.20 3.64
C -4.30 3.88 -0.94
C -1.68 -2.09 3.57
C 1.30 -4.77 2.92
C 6.08 3.29 1.00
C -2.51 0.55 -7.13
C -3.80 -7.83 3.10
C -2.82 -7.95 2.01
C -0.08 4.41 0.14
C 1.02 5.40 0.17
C 0.37 5.89 -5.80
H -2.57 4.06 0.28
H -0.24 5.43 -2.43
H -3.80 4.06 -1.88
H -2.18 -1.93 4.60
H 6.17 1.72 -2.08
H 2.75 6.09 1.18
H 7.08 3.71 -0.90
H -2.47 -2.50 2.84
H -4.08 -6.82 3.40
H -1.38 -1.28 -6.70
H 0.25 -6.77 2.20
H 0.77 2.66 2.99
H -1.42 5.45 -4.63
H -0.89 -4.07 4.37
H -0.94 2.69 1.18
H 2.35 6.32 -6.64
H 1.04 6.13 -0.62
H 0.73 -0.10 -6.12
H -2.67 -11.40 1.88
H 0.63 -2.90 1.79
H 2.34 -8.33 3.11
H 4.02 0.56 1.53
H 0.31 -2.64 4.48
H -1.71 -9.38 0.79
H 4.61 -4.77 4.66
H 4.93 2.56 2.71
H -1.19 3.73 -6.90
H 4.32 -7.20 4.21
H -1.48 -0.91 1.14
H 3.52 6.30 -4.45
H -0.63 -4.26 1.80
H -3.31 2.55 -7.47
H -7.52 3.19 0.23
H -6.28 3.18 2.39
H -5.05 -8.84 4.49
*
```

Properties
Orbital gap: 0.234 hartree
LUMO energy: -4.891 eV
Energy relative to the best compared isomer or geometry (same formula, charge and spin): 369.0 kJ/mol
HOMO energy: -11.25 eV


# 5
The following is a DFT calculation (ωB97M-V with the def2-TZVPD basis set) of C46H37ClFN4O2S2Sc as an isolated structure.

Geometry as ORCA input:
```
! RIJCOSX wB97M-V def2-TZVPD def2/J DEFGRID3
* xyz -2 1
Sc 0.47 -0.66 -0.62
Cl -3.45 0.98 5.54
S 0.44 2.60 -3.31
S 2.24 3.84 -1.21
F -5.48 -6.48 -0.43
O -1.55 -1.63 0.55
O -0.82 0.79 -0.26
N 1.41 -2.87 -0.50
N 2.13 1.29 0.01
N 1.51 1.27 -1.25
N 0.97 -1.15 1.39
C 2.33 7.63 1.16
C -5.39 -4.16 -0.82
C 1.17 8.28 1.56
C -1.23 4.34 1.80
C -3.32 -1.01 2.07
C 1.04 6.18 -0.30
C -2.73 -4.17 -0.04
C -4.77 -5.32 -0.43
C -0.11 6.84 0.11
C 3.59 -4.58 -0.46
C 2.20 -1.64 1.38
C 0.19 -1.07 -2.93
C 2.12 -3.84 -4.65
C -0.51 -3.14 -4.18
C 1.34 2.39 -1.90
C -2.17 2.53 0.52
C -0.05 7.88 1.03
C 3.59 -3.47 0.41
C 1.11 -4.69 -5.10
C 4.42 -2.16 2.26
C 2.42 2.16 2.18
C -2.50 -1.71 -0.50
C 4.62 -3.17 1.34
C 0.49 -2.28 -3.69
C -3.32 -2.98 -0.43
C 0.91 5.07 -1.31
C -0.91 1.92 0.38
C -0.99 -0.45 2.63
C 3.24 -1.42 2.33
C 0.21 2.55 0.97
C -3.45 -5.36 -0.03
C -2.33 3.71 1.21
C -1.98 -1.03 1.76
C 1.56 1.94 0.97
C -2.88 0.19 4.06
C 2.43 -2.66 0.37
C 1.43 -3.95 -1.26
C 0.39 -0.47 2.45
C 2.26 6.59 0.24
C -3.82 -0.40 3.23
C 1.82 -2.68 -3.96
C 0.01 3.75 1.68
C -1.54 0.18 3.79
C -0.21 -4.32 -4.86
C 2.51 -4.84 -1.25
C -4.66 -2.98 -0.81
H -4.04 -1.47 1.40
H -1.92 -1.75 -1.42
H 5.53 -3.76 1.34
H 0.59 -4.10 -1.92
H 3.27 1.47 2.14
H 1.87 2.04 3.11
H 0.89 -0.29 -3.18
H 1.01 -0.07 3.25
H -5.13 -2.05 -1.10
H -1.55 -2.87 -4.01
H 0.88 5.47 -2.32
H -1.34 5.28 2.34
H -1.69 -4.16 0.28
H 4.46 -5.23 -0.47
H -0.85 0.65 4.48
H -0.02 4.52 -1.16
H 2.62 -2.04 -3.61
H 5.20 -1.95 2.98
H -0.81 -0.70 -3.17
H 3.10 -0.68 3.11
H 2.48 -5.70 -1.91
H 0.87 4.24 2.13
H 3.17 6.07 -0.06
H -1.02 -4.95 -5.21
H -6.44 -4.18 -1.11
H -3.12 -0.82 -0.53
H 1.34 -5.61 -5.62
H 3.29 7.92 1.57
H 1.21 9.08 2.29
H -1.07 6.52 -0.28
H -3.01 2.03 0.06
H -3.32 4.15 1.30
H -4.87 -0.39 3.45
H 2.81 3.19 2.14
H -3.00 -6.29 0.27
H -0.97 8.37 1.35
H 3.16 -4.10 -4.82
*
```

Properties
Orbital gap: 0.150 hartree
LUMO energy: 4.118 eV
Energy relative to the best compared isomer or geometry (same formula, charge and spin): 344.6 kJ/mol
HOMO energy: 0.05 eV